1.
Computed, not measured: the molecule C2H6N2S2, with ωB97M-V/def2-TZVPD.

## Properties
structure (SMILES): CNNC(=S)S
F_max: 0.1010 Eh/bohr
HOMO level: -8.41 eV
relative energy (zero: lowest compared OMol25 entry of this formula, charge and spin): 2.560 eV
frontier orbital gap: 8.20 eV

The geometry in XYZ format:
```
12
C2H6N2S2 (ωB97M-V/def2-TZVPD)
C -1.36 -0.06 0.04
C 1.65 -0.18 -0.54
N -0.11 0.72 0.83
N 1.07 0.00 0.83
S -1.48 -1.62 -0.07
S -2.68 1.06 -0.30
H 1.39 0.64 -1.12
H 2.74 -0.41 -0.47
H 1.33 -1.15 -1.01
H 0.07 1.44 0.18
H 1.00 -0.67 1.56
H -3.63 0.23 0.08
```

Results of the natural (NBO) charge analysis, in e, for atoms 1 through 5: C -0.26; C -0.43; N -0.41; N -0.47; S 0.06

2.
Computed, not measured: the molecule C2H6N2S2, with ωB97M-V/def2-TZVPD.

## Properties
structure (SMILES): CSNC(N)=S
F_max: 0.0529 Eh/bohr
HOMO level: -8.24 eV
relative energy (zero: lowest compared OMol25 entry of this formula, charge and spin): 0.161 eV
frontier orbital gap: 8.81 eV

The geometry in XYZ format:
```
12
C2H6N2S2 (ωB97M-V/def2-TZVPD)
C -2.07 0.08 1.09
C 0.96 -0.13 -1.08
H -1.57 0.77 1.74
H -2.57 0.54 0.26
H -2.94 -0.40 1.74
H 1.04 -0.25 0.93
H 2.71 0.40 -0.05
H 2.67 0.47 -1.85
N 0.46 -0.44 0.14
N 2.26 0.32 -0.95
S -1.05 -1.26 0.52
S 0.10 -0.10 -2.49
```

Results of the natural (NBO) charge analysis, in e, for atoms 1 through 5: C -0.78; C 0.26; H 0.23; H 0.23; H 0.24

3.
Computed, not measured: a cluster of 2 separate species, C2H6N3 in total, with ωB97M-V/def2-TZVPD.

## Properties
F_max: 0.0787 Eh/bohr
HOMO level: -14.93 eV
relative energy (zero: lowest compared OMol25 entry of this formula, charge and spin): 5.925 eV
frontier orbital gap: 8.36 eV
net charge: +1

The geometry in XYZ format:
```
11
C2H6N3 (ωB97M-V/def2-TZVPD)
C 1.04 -0.60 -0.10
C 1.38 0.74 0.07
N -3.56 0.46 -0.06
N -2.56 -0.15 0.04
N -1.56 -0.57 0.38
H -4.49 0.13 0.17
H 1.14 -1.04 -1.08
H 1.56 -1.38 0.62
H 1.62 1.11 1.07
H 1.28 1.53 -0.67
H -0.16 -0.54 -0.06
```

Results of the natural (NBO) charge analysis, in e, for atoms 1 through 5: C -0.78; C 0.16; N -0.41; N 0.34; N -0.18